Density functional theory data (ωB97M-V/def2-TZVPD) for a molecular structure, C12H30N2O4Rb at a distorted geometry.

Computed properties:
maximum force = 0.0786 Eh/bohr
HOMO (alpha / beta) = -0.526 / -0.526 Ha
gap between HOMO and LUMO (alpha / beta) = 8.42 / 2.71 eV
E_tot = -909.0690 hartree

Structure (ORCA input):
```
! RIJCOSX wB97M-V def2-TZVPD def2/J DEFGRID3
* xyz 2 2
Rb 13.5268 -24.3405 -1.4394
C 11.5462 -21.7108 -3.1037
O 12.8975 -21.8726 -2.8072
C 13.7688 -21.3935 -3.8523
C 15.1953 -21.5833 -3.4572
N 15.6666 -22.9724 -3.2453
C 15.5868 -23.7855 -4.4448
C 16.3102 -25.0839 -4.1977
O 15.7969 -25.7657 -3.0362
C 16.3562 -27.0844 -2.8828
H 11.2540 -22.0356 -4.1023
H 11.2680 -20.6577 -3.0620
H 10.9354 -22.2047 -2.3480
H 13.5742 -20.3338 -4.0176
H 13.5258 -21.9077 -4.7822
H 15.3449 -20.9044 -2.6177
H 15.7095 -21.1943 -4.3361
H 16.6008 -22.9821 -2.8615
H 16.0374 -23.3468 -5.3351
H 14.5297 -23.9511 -4.6528
H 17.3682 -24.8942 -4.0166
H 16.2674 -25.7318 -5.0731
H 16.0653 -27.7401 -3.7034
H 16.0538 -27.4227 -1.8917
H 17.4393 -27.0693 -2.7612
C 9.2057 -22.3768 2.4624
O 8.9416 -22.8174 1.1967
C 9.9704 -23.6620 0.6808
C 9.5511 -23.9558 -0.7819
N 10.5900 -24.7019 -1.4702
C 9.9203 -25.2962 -2.5941
C 10.7784 -26.4148 -3.2395
O 11.8452 -25.7953 -3.8869
C 12.7320 -26.7226 -4.5984
H 10.1962 -21.9280 2.5380
H 9.0383 -23.2029 3.1536
H 8.5008 -21.6451 2.8572
H 9.9863 -24.6201 1.2005
H 10.9664 -23.2212 0.7222
H 9.1712 -23.0970 -1.3354
H 8.6777 -24.6032 -0.7042
H 10.9312 -25.4563 -0.8918
H 9.7372 -24.5454 -3.3628
H 8.9033 -25.6528 -2.4311
H 10.1985 -26.9518 -3.9902
H 11.1084 -27.1750 -2.5314
H 13.5433 -27.0256 -3.9366
H 13.1403 -26.2472 -5.4903
H 12.1839 -27.5853 -4.9772
*
```

Löwdin population analysis, charges in e, atoms 1 to 6:
1 Rb 0.95
2 C -0.09
3 O -0.28
4 C -0.18
5 C -0.09
6 N 0.18

Density functional theory data (ωB97M-V/def2-TZVPD) for 7 unconnected molecules or ions with the total composition C51H51Cl2N8O13 at a distorted geometry.

Computed properties:
maximum force = 0.0796 Eh/bohr
HOMO = -0.412 Ha
gap between HOMO and LUMO = 6.67 eV
E_tot = -4309.6342 hartree

Structure (ORCA input):
```
! RIJCOSX wB97M-V def2-TZVPD def2/J DEFGRID3
* xyz 1 1
C 5.4645 1.8675 -3.5474
C 5.5977 0.6041 -2.6083
C 5.4784 -0.7838 -3.3397
C 4.3502 -1.7281 -2.7330
C 3.0165 -0.8890 -2.7307
C 4.8084 -2.1411 -1.2867
N 6.0942 -1.9560 -0.9802
N 6.4647 -2.2955 0.2252
C 5.8000 -2.8489 1.2579
C 6.5122 -3.1669 2.5880
C 7.7999 -4.1223 2.2229
C 9.1931 -3.3251 2.1233
O 8.8010 -4.2504 3.2851
C 4.3662 -3.1106 1.0373
C 3.9158 -2.7475 -0.2841
C 2.4310 -3.0328 -0.6070
Cl 1.9095 -4.4271 -1.5689
C 1.5177 -2.1672 -0.1122
C -0.0090 -2.2812 -0.3533
Cl 2.0606 -0.7760 0.8908
H 6.4856 2.3229 -3.6435
H 4.8655 2.6399 -2.9969
H 5.0408 1.6589 -4.5540
H 6.6297 0.6402 -2.1616
H 4.9073 0.7162 -1.7303
H 6.4499 -1.3335 -3.4320
H 5.1366 -0.5647 -4.3876
H 4.3080 -2.6627 -3.3490
H 2.6654 -0.6384 -1.7080
H 2.2084 -1.5227 -3.1881
H 3.0629 0.0303 -3.3643
H 7.4562 -2.1131 0.4280
H 6.9389 -2.2553 3.0603
H 5.8588 -3.7711 3.2535
H 7.6293 -4.9849 1.4955
H 10.0586 -3.8501 1.6626
H 9.1905 -2.2593 2.4233
H 3.7273 -3.5394 1.8306
H -0.2356 -2.4621 -1.4309
H -0.4540 -1.2862 -0.0978
H -0.4922 -3.0533 0.2974
C -0.1468 2.8087 4.0170
C -1.4766 3.1797 4.1779
C -2.4808 2.4473 3.5629
C -2.1419 1.3448 2.7941
C -0.8196 0.9704 2.6210
C 0.1822 1.7067 3.2349
N -3.1984 0.5505 2.1593
O -4.3489 0.9115 2.3092
O -2.8614 -0.4328 1.5151
H 0.6358 3.3798 4.5030
H -1.7311 4.0384 4.7848
H -3.5126 2.7439 3.6939
H -0.5568 0.1129 2.0159
H 1.2197 1.4215 3.1078
C -4.3303 2.6782 -1.0216
C -3.7123 3.6515 -1.7961
C -2.4303 3.4413 -2.2847
C -1.7802 2.2505 -1.9939
C -2.3881 1.2740 -1.2136
C -3.6682 1.4925 -0.7270
N -0.4344 2.0180 -2.5295
O 0.0729 2.9034 -3.1900
O 0.1065 0.9475 -2.2857
H -5.3334 2.8428 -0.6461
H -4.2318 4.5748 -2.0220
H -1.9571 4.2057 -2.8870
H -1.8815 0.3465 -0.9811
H -4.1517 0.7391 -0.1211
C -7.2707 6.9300 4.0859
C -6.4802 5.8902 3.6127
C -5.5221 5.3186 4.4346
C -5.3661 5.7913 5.7297
C -6.1450 6.8337 6.2107
C -7.1009 7.4041 5.3816
N -4.3684 5.1680 6.6056
O -3.6894 4.2665 6.1369
O -4.2752 5.5786 7.7449
H -8.0229 7.3721 3.4430
H -6.6137 5.5238 2.6023
H -4.9120 4.5098 4.0567
H -6.0218 7.2070 7.2189
H -7.7169 8.2166 5.7463
C -8.2177 6.0030 -4.9601
C -7.5498 7.2196 -5.0257
C -6.9976 7.7719 -3.8789
C -7.1174 7.0942 -2.6740
C -7.7890 5.8821 -2.5966
C -8.3411 5.3370 -3.7468
N -6.5131 7.6628 -1.4638
O -5.9475 8.7351 -1.5628
O -6.6087 7.0252 -0.4288
H -8.6433 5.5714 -5.8586
H -7.4570 7.7364 -5.9729
H -6.4792 8.7197 -3.9396
H -7.8873 5.3550 -1.6566
H -8.8650 4.3904 -3.6990
C 10.2558 -8.2425 1.5263
C 10.1553 -9.4789 0.9009
C 8.9362 -10.1410 0.8618
C 7.8262 -9.5524 1.4486
C 7.9180 -8.3223 2.0821
C 9.1395 -7.6648 2.1212
N 6.5286 -10.2358 1.3884
O 6.4854 -11.3207 0.8422
O 5.5685 -9.6723 1.8858
H 11.2085 -7.7257 1.5500
H 11.0276 -9.9256 0.4405
H 8.8671 -11.1035 0.3723
H 7.0523 -7.8659 2.5445
H 9.2197 -6.7015 2.6125
C -4.1794 -4.3816 -3.2073
C -3.4982 -3.2641 -2.7406
C -4.1951 -2.1065 -2.4262
C -5.5739 -2.0823 -2.5794
C -6.2625 -3.1900 -3.0516
C -5.5587 -4.3436 -3.3666
N -6.3170 -0.8686 -2.2248
O -5.6769 0.0932 -1.8300
O -7.5266 -0.8908 -2.3404
H -3.6329 -5.2865 -3.4470
H -2.4222 -3.2973 -2.6194
H -3.6563 -1.2403 -2.0635
H -7.3373 -3.1704 -3.1759
H -6.0860 -5.2154 -3.7333
*
```

Löwdin population analysis, charges in e, atoms 1 to 6:
1 C -0.10
2 C -0.26
3 C -0.19
4 C -0.25
5 C -0.06
6 C -0.11

Density functional theory data (ωB97M-V/def2-TZVPD) for a molecular structure, C6H7O3S4 at a distorted geometry.

Computed properties:
maximum force = 0.0234 Eh/bohr
HOMO (alpha / beta) = -0.137 / -0.137 Ha
gap between HOMO and LUMO (alpha / beta) = 6.30 / 6.30 eV
E_tot = -2051.2520 hartree

Structure (ORCA input):
```
! RIJCOSX wB97M-V def2-TZVPD def2/J DEFGRID3
* xyz -1 1
C -1.1279 -1.9128 1.0082
C -1.1246 0.2963 -0.1946
C -1.6833 -0.6586 0.5522
C 0.1216 -2.2508 1.2107
C 0.2421 0.2310 -0.7915
C 1.3172 0.2401 0.2789
O 2.7017 -1.2735 -1.3862
O 3.5358 1.0170 -1.1007
O 3.8086 -0.5893 0.7108
S -3.3831 -0.4839 1.0979
S 1.4396 -3.0081 1.6011
S 1.5572 1.8308 1.0685
S 2.8408 -0.1187 -0.5261
H -1.8702 -2.6622 1.2774
H -1.6910 1.1957 -0.4027
H 0.3785 -0.7245 -1.3109
H 0.3457 1.0464 -1.5225
H -3.6054 0.6894 0.5120
H 3.4431 -1.4087 1.0511
H 2.4784 2.3134 0.2324
*
```

Löwdin population analysis, charges in e, atoms 1 to 6:
1 C -0.24
2 C -0.17
3 C -0.63
4 C -0.63
5 C -0.33
6 C -0.78

Density functional theory data (ωB97M-V/def2-TZVPD) for 6 unconnected molecules or ions with the total composition C12H24Cl12 at a distorted geometry.

Computed properties:
maximum force = 0.0249 Eh/bohr
HOMO = -0.391 Ha
gap between HOMO and LUMO = 11.05 eV
SMILES string = ClCCCl.ClCCCl.ClCCCl.ClCCCl.ClCCCl.ClCCCl
E_tot = -5993.9028 hartree

Structure (ORCA input):
```
! RIJCOSX wB97M-V def2-TZVPD def2/J DEFGRID3
* xyz 0 1
Cl -11.5111 25.0283 -13.2412
C -11.9010 23.6731 -14.3969
C -10.8918 23.6349 -15.5276
Cl -11.1853 25.0828 -16.6072
H -12.8782 23.8341 -14.8520
H -11.9663 22.7861 -13.7667
H -11.0394 22.7723 -16.1773
H -9.8572 23.5687 -15.1910
Cl -4.3116 20.1906 -16.6110
C -2.5409 20.0333 -16.5956
C -1.8113 21.3196 -16.9594
Cl -2.2322 21.9201 -18.5864
H -2.1841 19.1533 -17.1307
H -2.3707 19.8769 -15.5304
H -0.7418 21.1430 -16.8454
H -2.0005 22.0712 -16.1929
Cl -18.1331 20.4301 -17.9044
C -19.7246 19.6456 -18.0280
C -20.5647 20.1503 -19.2334
Cl -22.2100 19.5721 -19.0720
H -20.2110 19.6633 -17.0527
H -19.5102 18.5872 -18.1756
H -20.1296 19.8364 -20.1822
H -20.7445 21.2230 -19.3053
Cl -8.7084 31.2166 -10.0642
C -8.7246 30.4674 -8.4395
C -8.2689 31.4022 -7.2933
Cl -6.6397 31.9957 -7.5793
H -7.9515 29.7230 -8.6304
H -9.7261 30.0724 -8.2690
H -8.3689 30.9488 -6.3072
H -8.8014 32.3522 -7.2460
Cl -12.8567 16.5368 -12.9364
C -12.2690 15.3390 -11.7748
C -11.0297 15.9357 -11.0674
Cl -11.5986 17.4798 -10.2305
H -12.1000 14.4166 -12.3305
H -13.1058 15.0925 -11.1212
H -10.2361 16.2461 -11.7472
H -10.6428 15.2092 -10.3528
Cl -18.7312 28.1695 -22.3116
C -17.3331 29.1728 -21.6957
C -16.2653 28.2580 -21.0133
Cl -16.9045 27.5229 -19.5368
H -17.6500 29.9956 -21.0549
H -16.8808 29.7348 -22.5129
H -15.3537 28.7844 -20.7307
H -15.9587 27.4809 -21.7135
*
```

Löwdin population analysis, charges in e, atoms 1 to 6:
1 Cl 0.49
2 C -0.64
3 C -0.62
4 Cl 0.50
5 H 0.06
6 H 0.07